(1)
ORCA calculation (ωB97M-V/def2-TZVPD) on a 2-piece molecular cluster, C5H12Br2NO overall.

The highest occupied orbital energy (spin up / spin down) is -12.1 / -12.5 eV. As for the LUMO energy (spin up / spin down): -4.359 / -3.834 eV. The value obtained for the relative energy (zero: lowest compared OMol25 entry of this formula, charge and spin) is 43.7 kJ/mol. As for the multiplicity: 1. The energy is -148991.0467 eV. The calculation puts the frontier orbital gap (spin up / spin down) at 0.2861 / 0.3172 hartree. Its net charge is +1.

Each line ends with the Mulliken charge.
Cartesian coordinates (Å):
C 0.456 0.389 -2.448  -0.880
C 1.778 -0.990 1.270  -0.339
C -1.881 -1.182 1.765  -0.408
C 0.694 1.625 0.521  -0.763
C 0.211 0.328 0.032  -0.283
N -0.370 0.215 -1.312  0.229
O 0.872 -0.783 0.384  -0.129
Br -1.885 -2.313 0.175  -0.163
Br -0.962 2.783 0.223  -0.165
H 1.151 1.297 -2.398  0.259
H 1.093 -0.521 -2.666  0.311
H -0.193 0.366 -3.303  0.423
H -2.903 -1.418 2.124  0.336
H 2.128 -0.055 1.736  0.221
H 2.067 -1.990 1.315  0.332
H -1.100 -1.629 2.366  0.239
H -1.811 -0.126 1.280  0.097
H 1.493 2.102 -0.095  0.421
H 1.103 1.750 1.634  0.493
H -0.787 -0.745 -1.306  0.314
H -1.155 0.898 -1.295  0.455

=====

(2)
ORCA calculation (ωB97M-V/def2-TZVPD) on one molecule with the formula C5H9N3.

The highest occupied orbital energy is -8.3 eV. As for the LUMO energy: 0.986 eV. The value obtained for the relative energy (zero: lowest compared OMol25 entry of this formula, charge and spin) is 751.4 kJ/mol. As for the multiplicity: 1. The energy is -9793.6796 eV. The calculation puts the frontier orbital gap at 0.3407 hartree.

Each line ends with the Mulliken charge.
Cartesian coordinates (Å):
C 1.169 -1.299 -0.116  -0.597
C -0.083 1.510 -0.179  -0.409
C -1.290 0.663 0.393  -0.023
C -1.679 -0.468 -0.630  -0.455
C -0.300 -0.832 -0.133  0.142
H 1.597 -1.781 -0.986  0.281
H 1.724 -1.862 0.779  0.222
H 2.875 0.377 -0.133  0.296
H -0.398 2.583 -0.186  0.358
H -2.118 1.284 0.913  0.418
H -1.769 -0.061 -1.632  0.304
H -2.537 -1.129 -0.271  0.264
H 0.046 0.016 -0.832  0.163
H 0.279 -0.008 1.672  0.360
N 1.836 0.099 0.143  -0.163
N 1.250 1.338 -0.064  -0.535
N -0.603 -0.430 1.261  -0.626

=====

(3)
ORCA calculation (ωB97M-V/def2-TZVPD) on C2F6IrNO4S2 as an isolated structure.

The highest occupied orbital energy (spin up / spin down) is -9.6 / -10.5 eV. As for the LUMO energy (spin up / spin down): -1.237 / -3.696 eV. The value obtained for the relative energy (zero: lowest compared OMol25 entry of this formula, charge and spin) is 45.7 kJ/mol. As for the multiplicity: 5. The energy is -52559.9436 eV. Its expectation value of S² is 6.014. The calculation puts the frontier orbital gap (spin up / spin down) at 0.3076 / 0.2501 hartree.

Each line ends with the Mulliken spin population.
Cartesian coordinates (Å):
O 1.350 1.635 0.935  0.319
Ir -0.349 1.399 1.400  2.859
N -1.026 -0.669 1.136  0.510
S 1.774 0.427 -0.324  0.025
O 2.369 1.059 -1.543  0.018
C 3.257 -0.411 0.462  0.012
F 3.688 -1.376 -0.346  0.002
F 2.940 -0.951 1.632  0.000
F 4.237 0.463 0.645  0.001
S -2.293 -0.028 0.588  0.042
O -1.964 1.448 0.300  0.171
O -3.628 -0.290 1.156  0.037
C -2.547 -0.574 -1.180  0.002
F -1.473 -0.278 -1.904  -0.001
F -2.744 -1.889 -1.223  0.000
F -3.591 0.035 -1.734  0.003

=====

(4)
ORCA calculation (ωB97M-V/def2-TZVPD) on C18H40FeP2Si as an isolated structure.

The highest occupied orbital energy (spin up / spin down) is -4.7 / -5.0 eV. As for the LUMO energy (spin up / spin down): 0.305 / 0.329 eV. The value obtained for the relative energy (zero: lowest compared OMol25 entry of this formula, charge and spin) is 499.0 kJ/mol. As for the multiplicity: 5. The energy is -80148.2200 eV. Its expectation value of S² is 6.043. The calculation puts the frontier orbital gap (spin up / spin down) at 0.1855 / 0.1962 hartree.

Each line ends with the Mulliken spin population.
Cartesian coordinates (Å):
P 2.167 1.732 -0.236  0.089
P 0.764 -1.316 -1.169  -0.007
C 3.024 0.543 -1.394  -0.019
C 1.968 -0.230 -2.140  0.004
H 3.705 -0.078 -0.810  -0.002
H 3.654 1.157 -2.054  -0.001
H 1.329 0.446 -2.722  0.005
H 2.457 -0.925 -2.830  0.000
C 1.907 -2.765 -0.946  0.012
H 1.319 -3.652 -0.674  0.002
H 2.659 -2.589 -0.158  -0.001
H 2.433 -2.949 -1.897  -0.001
C -0.228 -1.860 -2.642  0.093
H 0.373 -2.267 -3.469  0.003
H -0.810 -0.995 -3.004  0.000
H -0.894 -2.675 -2.278  -0.013
C 3.583 2.515 0.571  0.032
H 3.218 3.093 1.420  -0.020
H 4.115 3.163 -0.112  0.001
H 4.257 1.739 0.930  -0.002
C 2.026 3.062 -1.645  0.080
H 1.652 2.648 -2.596  -0.003
H 3.025 3.486 -1.850  0.000
H 1.378 3.911 -1.385  0.004
Fe -1.742 -1.333 -1.218  2.766
C 1.152 -0.546 0.910  0.078
C 2.340 0.281 1.192  0.026
C 2.449 0.637 2.662  0.061
C 1.316 1.588 3.149  -0.042
C 0.922 2.633 2.227  0.764
C 0.712 2.524 0.820  -0.122
C -0.371 1.480 0.341  0.099
C -0.216 0.096 1.003  0.047
C -3.299 0.291 -0.085  0.030
H 1.204 -1.546 1.377  0.015
H 3.270 -0.250 0.966  0.002
H 3.409 1.076 2.968  0.000
H 2.349 -0.280 3.266  -0.017
H 0.481 0.941 3.486  0.060
H 1.612 2.116 4.074  0.004
H 0.630 3.588 2.673  -0.038
H 0.535 3.508 0.363  -0.045
H -0.399 1.407 -0.776  0.035
H -1.321 1.918 0.692  0.011
H -0.538 0.200 2.050  -0.028
H -0.974 -0.590 0.471  0.008
H -4.228 0.802 -0.379  0.002
H -2.510 0.586 -0.830  0.002
H -3.004 0.680 0.900  -0.003
C -5.219 -1.600 1.381  -0.008
Si -3.927 -1.461 0.075  0.013
C -2.506 -2.597 0.456  0.004
C -4.418 -1.884 -1.681  0.025
H -4.724 -1.888 2.315  0.000
H -5.967 -2.354 1.114  0.001
H -5.710 -0.632 1.518  0.001
H -2.975 -3.589 0.376  0.001
H -1.559 -2.664 -0.159  0.012
H -2.199 -2.434 1.496  -0.003
H -4.866 -2.885 -1.689  0.000
H -5.193 -1.163 -1.981  0.000
H -3.595 -1.855 -2.430  -0.016

=====

(5)
ORCA calculation (ωB97M-V/def2-TZVPD) on C5H11NO2 as an isolated structure.

The highest occupied orbital energy is -8.4 eV. As for the LUMO energy: -0.393 eV. The value obtained for the relative energy (zero: lowest compared OMol25 entry of this formula, charge and spin) is 427.7 kJ/mol. As for the multiplicity: 1. The energy is -10944.8342 eV. The calculation puts the frontier orbital gap at 0.2928 hartree.

Each line ends with the Mulliken charge.
Cartesian coordinates (Å):
C 1.485 -1.157 1.072  -0.848
C 0.719 -0.384 -1.625  -1.481
C 0.356 0.408 -0.391  1.047
O 0.409 1.780 -0.685  -0.555
N 0.921 0.160 0.880  -0.552
H 0.779 2.206 0.101  0.361
H 1.834 -1.257 2.100  0.298
H 2.330 -1.301 0.391  0.329
H 0.745 -1.944 0.852  0.328
H 1.773 -0.234 -1.871  0.381
H 0.125 -0.014 -2.462  0.373
H 0.512 -1.445 -1.497  0.337
C -2.105 0.976 0.297  -1.195
C -1.057 -0.144 0.311  0.561
O -1.363 -1.349 0.187  -0.633
H -0.363 0.017 1.484  0.231
H -2.915 0.674 0.959  0.402
H -2.477 1.076 -0.723  0.326
H -1.707 1.933 0.620  0.292

=====

(6)
ORCA calculation (ωB97M-V/def2-TZVPD) on C28H25Cl5DyN6OS as an isolated structure.

The highest occupied orbital energy (spin up / spin down) is -9.8 / -9.8 eV. As for the LUMO energy (spin up / spin down): -2.861 / -2.844 eV. The value obtained for the relative energy (zero: lowest compared OMol25 entry of this formula, charge and spin) is 358.2 kJ/mol. As for the multiplicity: 6. The energy is -137952.8201 eV. Its expectation value of S² is 9.336. The calculation puts the frontier orbital gap (spin up / spin down) at 0.2550 / 0.2560 hartree. Its net charge is +1.

Each line ends with the Mulliken spin population.
Cartesian coordinates (Å):
Dy 0.573 0.034 0.271  4.925
Cl 4.199 0.046 0.856  0.000
C 3.285 -0.617 2.138  -0.016
C 1.925 -0.752 1.976  0.034
C 1.159 -1.361 2.960  -0.007
Cl -0.613 -1.562 2.638  -0.002
C 1.730 -1.769 4.166  0.002
Cl 0.703 -2.337 5.395  0.000
C 3.114 -1.752 4.312  0.000
Cl 3.789 -2.407 5.760  0.000
C 3.871 -1.094 3.324  0.000
Cl 5.543 -1.242 3.366  0.000
S -2.060 2.722 -2.989  0.000
C -2.549 3.074 -1.309  0.000
C -3.102 4.345 -0.885  0.000
C -3.051 4.706 0.398  0.000
C -2.515 3.829 1.472  0.000
C -2.119 2.323 1.024  0.001
C -1.966 2.168 -0.393  -0.008
N -1.012 1.367 -0.941  0.021
C -0.904 1.576 -2.270  -0.003
C 0.312 1.201 -2.930  0.003
C 0.400 1.382 -4.304  0.000
C 1.581 1.226 -4.987  0.000
C 2.645 0.748 -4.245  0.000
C 2.636 0.541 -2.858  -0.002
C 1.466 0.757 -2.121  0.021
H -3.652 4.996 -1.558  0.000
H -3.320 5.729 0.661  0.000
H -1.437 5.450 2.427  0.000
H -1.318 0.959 2.292  0.001
H -0.538 1.681 -4.833  0.000
H 1.635 1.370 -6.086  0.000
H 3.574 0.512 -4.742  0.000
H 3.501 0.224 -2.347  0.001
C 0.742 -5.375 -0.512  0.000
N 0.996 -4.009 -0.949  0.000
C 2.412 -3.609 -1.008  0.001
C 0.060 -3.066 -1.118  0.001
O 0.358 -1.831 -0.778  0.022
N -1.147 -3.287 -1.710  0.000
C -1.394 -4.405 -2.586  0.000
C -2.157 -2.263 -1.580  0.004
H 1.409 -5.631 0.353  0.000
H 1.010 -6.146 -1.259  0.000
H -0.333 -5.563 -0.238  0.000
H 3.020 -4.212 -1.724  0.000
H 2.881 -3.695 -0.023  0.000
H 2.470 -2.583 -1.424  0.000
H -2.183 -5.083 -2.181  0.000
H -0.502 -4.997 -2.762  0.000
H -1.801 -4.071 -3.556  0.000
H -2.367 -2.164 -0.517  0.000
H -3.085 -2.559 -2.119  0.000
H -1.821 -1.303 -2.018  -0.001
N 0.418 4.443 3.636  0.000
C -0.392 3.786 2.736  0.002
C -0.040 2.526 2.316  0.000
N -0.951 1.693 1.717  0.004
C -3.467 1.920 1.658  -0.001
C -3.752 3.077 2.189  0.000
N -1.479 4.442 2.246  0.000
H 0.933 3.894 4.319  0.000
H 0.213 5.438 3.789  0.000
H 0.843 2.099 2.897  -0.002
H -3.915 0.934 1.706  0.000
H -4.463 3.528 2.863  0.000

=====

(7)
ORCA calculation (ωB97M-V/def2-TZVPD) on a 2-piece molecular cluster, C4H6N2O3 overall.

The highest occupied orbital energy is -9.9 eV. As for the LUMO energy: 0.609 eV. The value obtained for the relative energy (zero: lowest compared OMol25 entry of this formula, charge and spin) is 212.3 kJ/mol. As for the multiplicity: 1. The energy is -13366.7788 eV. The calculation puts the frontier orbital gap at 0.3848 hartree. Its structure (SMILES) is O=COc1ccn[nH]1.O.

Each line ends with the Mulliken charge.
Cartesian coordinates (Å):
O 1.164 2.546 1.485  -0.405
C 0.994 1.486 0.963  0.195
O -0.318 1.061 0.598  -0.414
C -0.554 -0.263 0.410  0.461
C -0.522 -1.037 -0.733  -0.200
C -0.874 -2.324 -0.261  -0.534
N -1.116 -2.320 1.045  -0.795
N -0.933 -1.054 1.433  0.294
H 1.723 0.653 0.901  0.395
H -0.237 -0.724 -1.732  0.295
H -0.942 -3.252 -0.825  0.433
H -1.052 -0.786 2.403  0.256
O 1.042 2.376 -1.940  -0.642
H 0.240 2.063 -1.400  0.339
H 1.384 1.574 -2.348  0.321